Entry 1:
Entry from the Open Molecules 2025 dataset: C20H21Si as an isolated structure at a distorted geometry (ωB97M-V/def2-TZVPD).

Geometry (Å):
C  1.50  -1.03  -0.14
C  2.48  -0.04  0.36
C  3.82  -0.28  -0.05
C  4.83  0.63  0.27
C  4.53  1.76  1.06
C  3.20  1.97  1.51
C  2.18  1.06  1.18
C  0.56  -1.66  0.81
C  0.04  -2.91  0.40
C  -1.07  -3.43  1.06
C  -1.62  -2.74  2.19
C  -0.99  -1.60  2.72
C  0.14  -1.09  2.04
H  1.94  -1.77  -0.87
H  4.01  -1.23  -0.57
H  5.86  0.43  -0.08
H  5.34  2.45  1.34
H  2.95  2.83  2.13
H  1.17  1.26  1.60
H  0.54  -3.43  -0.44
H  -1.49  -4.38  0.71
H  -2.53  -3.12  2.68
H  -1.34  -1.11  3.66
H  0.70  -0.27  2.55
C  0.40  2.56  -1.64
Si  -0.17  0.82  -1.82
H  0.56  -0.31  -0.83
C  -1.96  0.69  -1.54
C  -2.89  0.90  -2.58
C  -4.26  0.79  -2.33
C  -4.69  0.45  -1.02
C  -3.76  0.17  0.00
C  -2.39  0.24  -0.28
H  1.42  2.64  -2.03
H  -0.27  3.23  -2.19
H  0.36  2.79  -0.58
H  -0.06  0.39  -3.24
H  -2.52  1.17  -3.58
H  -5.01  0.96  -3.11
H  -5.77  0.36  -0.80
H  -4.10  -0.11  1.02
H  -1.64  -0.04  0.48

Output
Molar mass (g/mol): 289.5
Relative energy (zero: lowest compared OMol25 entry of this formula, charge and spin) (eV): 0.000
HOMO-LUMO gap (eV): 7.002
Charge: +1

Electronic structure analysis, Mulliken charges in units of e:
1. C 0.268
2. C 0.702
3. C -0.530
4. C -0.637
5. C -0.484
6. C -1.034
7. C 0.085
8. C 0.572
9. C -0.699
10. C -0.569
11. C -0.416
12. C -0.720
13. C -0.261
14. H 0.585
15. H 0.358
16. H 0.386
17. H 0.378
18. H 0.406
19. H 0.487
20. H 0.378
21. H 0.398
22. H 0.421
23. H 0.381
24. H 0.537
25. C -0.942
26. Si 0.250
27. H -0.276
28. C 0.376
29. C -0.451
30. C -0.647
31. C -0.366
32. C -0.637
33. C 0.234
34. H 0.329
35. H 0.409
36. H 0.307
37. H -0.153
38. H 0.340
39. H 0.366
40. H 0.355
41. H 0.362
42. H 0.151

***

Entry 2:
Entry from the Open Molecules 2025 dataset: one molecule with the formula C5H3NOS2 at a distorted geometry (ωB97M-V/def2-TZVPD).

Geometry (Å):
O  2.64  -0.11  -2.27
C  2.28  -0.51  -1.24
C  2.00  -1.31  -0.20
C  0.65  -1.19  0.32
C  0.05  0.00  -0.04
C  0.72  1.12  -0.41
N  2.00  1.28  -0.29
S  3.24  1.21  0.64
S  3.42  -0.99  0.89
H  0.29  -1.91  0.93
H  -0.97  -0.08  0.05
H  0.24  1.97  -1.02

Output
Molar mass (g/mol): 157.2
Structure (SMILES): O=C=C1C=CC=NSS1
Relative energy (zero: lowest compared OMol25 entry of this formula, charge and spin) (eV): 1.367
HOMO-LUMO gap (spin up / spin down) (eV): 6.859 / 6.864

Electronic structure analysis, Mulliken charges in units of e:
1. O -0.331
2. C 0.451
3. C -0.100
4. C -0.338
5. C -0.388
6. C -0.099
7. N -0.261
8. S 0.019
9. S -0.189
10. H 0.503
11. H 0.430
12. H 0.305

***

Entry 3:
Entry from the Open Molecules 2025 dataset: C7H12BrN6O5Re as an isolated structure at a distorted geometry (ωB97M-V/def2-TZVPD).

Geometry (Å):
Re  -0.83  0.64  1.16
O  -1.87  -0.72  -0.01
C  -1.04  -1.58  -0.83
C  -0.13  -2.35  0.07
N  0.66  -1.39  0.86
C  0.86  -1.82  2.25
C  -0.42  -1.64  3.05
O  -0.84  -2.44  3.82
O  -1.01  -0.48  2.77
C  1.85  -0.85  0.23
C  1.99  0.63  0.50
O  2.82  1.36  0.04
O  1.01  1.06  1.33
H  -2.53  -1.22  0.49
H  -0.50  -0.89  -1.47
H  -1.66  -2.21  -1.46
H  0.49  -3.04  -0.51
H  -0.70  -2.96  0.77
H  1.64  -1.20  2.69
H  1.17  -2.86  2.32
H  1.81  -0.99  -0.85
H  2.77  -1.34  0.57
N  -0.31  2.57  -3.88
N  -0.34  2.59  -2.50
N  -0.20  3.70  -1.83
C  -0.38  3.29  -0.59
N  -0.64  1.98  -0.55
N  -0.61  1.54  -1.80
H  0.25  3.35  -4.19
H  0.01  1.67  -4.20
H  -0.34  3.93  0.28
Br  -2.98  1.67  1.47

Output
Molar mass (g/mol): 526.3
<S²>: 0.76
Relative energy (zero: lowest compared OMol25 entry of this formula, charge and spin) (eV): 0.809
HOMO-LUMO gap (spin up / spin down) (eV): 7.258 / 7.630
Charge: +1
Spin multiplicity: 2

Electronic structure analysis, Mulliken charges in units of e:
1. Re 1.091
2. O -0.523
3. C -0.354
4. C -0.774
5. N 0.120
6. C -0.578
7. C 0.519
8. O -0.555
9. O -0.415
10. C -0.735
11. C 0.596
12. O -0.515
13. O -0.502
14. H 0.415
15. H 0.181
16. H 0.467
17. H 0.407
18. H 0.395
19. H 0.409
20. H 0.410
21. H 0.379
22. H 0.461
23. N -0.530
24. N 1.050
25. N -0.905
26. C -0.120
27. N 0.145
28. N -0.385
29. H 0.322
30. H 0.288
31. H 0.476
32. Br -0.238

***

Entry 4:
Entry from the Open Molecules 2025 dataset: a 2-piece molecular cluster, C3H11N2 overall at a distorted geometry (ωB97M-V/def2-TZVPD).

Geometry (Å):
C  2.52  0.05  -1.03
N  1.48  -0.22  -0.05
H  2.15  0.57  -2.05
H  3.27  0.67  -0.62
H  2.89  -0.94  -1.31
H  1.11  -1.19  -0.07
H  0.62  0.29  -0.01
H  1.88  -0.11  0.91
C  -2.03  -0.52  1.40
C  -1.83  0.82  -0.57
N  -1.23  -0.09  0.30
H  -3.01  -0.51  0.99
H  -2.06  0.23  2.28
H  -1.64  -1.51  1.70
H  -1.31  1.32  -1.43
H  -2.82  1.14  -0.44

Output
Molar mass (g/mol): 75.1
Relative energy (zero: lowest compared OMol25 entry of this formula, charge and spin) (eV): 2.485
HOMO-LUMO gap (eV): 10.959
Charge: +1

Electronic structure analysis, Mulliken charges in units of e:
1. C -0.749
2. N -0.248
3. H 0.263
4. H 0.326
5. H 0.354
6. H 0.398
7. H 0.345
8. H 0.392
9. C -0.814
10. C -0.295
11. N -0.358
12. H 0.318
13. H 0.287
14. H 0.286
15. H 0.190
16. H 0.305

***

Entry 5:
Entry from the Open Molecules 2025 dataset: C5H8O2 as an isolated structure (ωB97M-V/def2-TZVPD).

Geometry (Å):
O  0.42  1.00  -2.10
C  0.01  0.74  -0.78
C  -1.21  -0.17  -0.50
C  -0.62  -0.79  0.84
C  0.47  0.14  1.49
C  1.01  -0.07  0.09
O  0.49  -1.43  0.16
H  0.81  0.20  -2.47
H  -0.18  1.73  -0.35
H  -2.20  0.28  -0.51
H  -1.19  -0.94  -1.30
H  -1.18  -1.42  1.54
H  0.31  1.16  1.88
H  1.06  -0.45  2.20
H  2.06  -0.06  -0.19

Output
Molar mass (g/mol): 100.1
Relative energy (zero: lowest compared OMol25 entry of this formula, charge and spin) (eV): 2.416
HOMO-LUMO gap (eV): 10.499

Electronic structure analysis, Mulliken charges in units of e:
1. O -0.564
2. C -0.114
3. C -0.678
4. C 0.011
5. C -0.780
6. C -0.093
7. O -0.466
8. H 0.334
9. H 0.293
10. H 0.350
11. H 0.218
12. H 0.439
13. H 0.298
14. H 0.266
15. H 0.483

***

Entry 6:
Entry from the Open Molecules 2025 dataset: one molecule with the formula C6H14BrOP at a distorted geometry (ωB97M-V/def2-TZVPD).

Geometry (Å):
C  0.33  2.04  -1.39
C  0.08  1.63  0.07
C  0.77  2.61  1.01
P  0.85  -0.15  0.36
O  1.06  -0.44  1.77
Br  2.74  -0.45  -0.81
C  -0.37  -1.77  -0.37
C  -1.84  -1.35  -0.06
C  0.00  -3.05  0.30
H  1.42  2.00  -1.38
H  -0.26  1.32  -1.90
H  -0.03  3.10  -1.43
H  -0.96  1.42  0.34
H  0.32  2.64  2.04
H  0.72  3.60  0.51
H  1.84  2.35  1.27
H  -0.14  -1.62  -1.50
H  -2.52  -2.17  -0.57
H  -2.02  -1.27  1.04
H  -2.19  -0.34  -0.70
H  0.01  -3.89  -0.44
H  -0.85  -3.32  0.99
H  1.07  -2.87  0.84

Output
Molar mass (g/mol): 213.1
Structure (SMILES): CC(C)P(=O)(Br)C(C)C
Relative energy (zero: lowest compared OMol25 entry of this formula, charge and spin) (eV): 0.435
HOMO-LUMO gap (eV): 9.707

Electronic structure analysis, Mulliken charges in units of e:
1. C -1.279
2. C 0.223
3. C -1.177
4. P 0.582
5. O -0.640
6. Br -0.270
7. C 0.197
8. C -1.309
9. C -0.993
10. H 0.349
11. H 0.345
12. H 0.390
13. H 0.375
14. H 0.328
15. H 0.352
16. H 0.285
17. H 0.385
18. H 0.376
19. H 0.371
20. H 0.247
21. H 0.288
22. H 0.287
23. H 0.289

***

Entry 7:
Entry from the Open Molecules 2025 dataset: one molecule with the formula CH2N4O at a distorted geometry (ωB97M-V/def2-TZVPD).

Geometry (Å):
H  0.49  1.78  1.27
N  0.31  1.70  0.23
C  -0.06  0.55  -0.11
N  -0.46  0.11  -1.38
N  -0.29  -1.02  -1.61
O  0.25  -1.66  -0.29
N  0.24  -0.63  0.63
H  -0.47  -0.83  1.25

Output
Molar mass (g/mol): 86.1
Structure (SMILES): [H]/N=c1/nno[nH]1
Relative energy (zero: lowest compared OMol25 entry of this formula, charge and spin) (eV): 3.364
HOMO-LUMO gap (eV): 9.536

Electronic structure analysis, Mulliken charges in units of e:
1. H 0.280
2. N -0.513
3. C 0.455
4. N -0.071
5. N -0.024
6. O -0.222
7. N -0.146
8. H 0.242

***

Entry 8:
Entry from the Open Molecules 2025 dataset: C35H51Cl2PSn as an isolated structure at a distorted geometry (ωB97M-V/def2-TZVPD).

Geometry (Å):
P  0.39  -0.57  -4.96
C  1.73  -0.23  -6.33
C  1.68  -1.00  -7.67
C  2.80  -0.63  -8.65
C  3.13  0.86  -8.79
C  3.07  1.63  -7.46
C  1.83  1.28  -6.61
C  -1.18  0.17  -5.80
C  -1.28  0.02  -7.32
C  -2.59  0.61  -7.86
C  -2.86  2.04  -7.42
C  -2.58  2.30  -5.93
C  -1.27  1.65  -5.43
C  0.06  -2.31  -5.53
C  1.25  -3.27  -5.46
C  0.98  -4.45  -6.41
C  -0.33  -5.18  -6.10
C  -1.51  -4.24  -5.83
C  -1.15  -3.04  -4.93
H  2.63  -0.55  -5.78
H  0.74  -0.83  -8.19
H  1.71  -2.08  -7.51
H  2.53  -1.03  -9.65
H  3.71  -1.16  -8.35
H  4.14  0.96  -9.22
H  2.44  1.33  -9.50
H  3.97  1.41  -6.87
H  3.07  2.71  -7.66
H  1.86  1.85  -5.67
H  0.94  1.63  -7.16
H  -2.02  -0.37  -5.32
H  -3.41  -0.04  -7.53
H  -1.20  -1.02  -7.66
H  -0.45  0.56  -7.78
H  -2.57  0.54  -8.96
H  -3.91  2.29  -7.64
H  -2.25  2.73  -8.01
H  -2.53  3.37  -5.74
H  -3.41  1.91  -5.33
H  -1.21  1.76  -4.34
H  -0.42  2.21  -5.83
H  -0.18  -2.13  -6.59
H  2.21  -2.79  -5.68
H  1.32  -3.64  -4.42
H  0.96  -4.09  -7.44
H  1.82  -5.16  -6.35
H  -0.17  -5.77  -5.19
H  -0.59  -5.87  -6.91
H  -2.32  -4.79  -5.34
H  -1.91  -3.86  -6.78
H  -2.02  -2.37  -4.80
H  -0.88  -3.40  -3.93
Sn  0.58  -0.47  -1.61
Cl  -1.63  -1.21  -2.19
Cl  2.29  -1.83  -2.53
C  1.04  1.57  -1.71
H  2.10  1.82  -1.66
C  -1.17  4.93  -2.88
C  0.09  5.09  -2.28
C  0.72  4.00  -1.70
C  0.17  2.68  -1.82
C  -1.21  2.60  -2.23
C  -1.84  3.70  -2.80
H  -1.64  5.77  -3.42
H  0.58  6.07  -2.30
H  1.72  4.11  -1.27
H  -1.73  1.64  -2.20
H  -2.85  3.61  -3.22
C  1.88  -2.15  2.43
C  1.22  -0.93  1.80
C  2.20  0.24  1.91
C  0.96  -1.28  0.34
C  -0.08  -0.56  2.53
C  -0.80  0.54  2.06
C  -1.73  1.18  2.90
C  -1.98  0.65  4.18
C  -1.38  -0.55  4.58
C  -0.47  -1.19  3.72
H  2.85  -2.31  1.94
H  1.27  -3.05  2.29
H  2.06  -1.97  3.50
H  3.17  -0.06  1.51
H  1.86  1.13  1.37
H  2.33  0.49  2.98
H  1.37  -2.28  0.12
H  -0.58  0.93  1.06
H  -2.22  2.09  2.56
H  -2.65  1.17  4.86
H  -1.59  -0.99  5.56
H  -0.02  -2.14  4.03

Output
Molar mass (g/mol): 692.4
HOMO-LUMO gap (eV): 3.419
Charge: -2

Electronic structure analysis, Mulliken charges in units of e:
1. P -0.013
2. C 0.070
3. C 0.492
4. C -1.074
5. C -0.648
6. C -1.081
7. C -0.770
8. C 0.904
9. C -0.640
10. C -1.221
11. C -0.822
12. C -0.744
13. C 0.530
14. C 0.529
15. C -1.446
16. C -0.661
17. C -0.767
18. C -0.820
19. C -0.654
20. H 0.667
21. H 0.009
22. H -0.342
23. H 0.323
24. H 0.353
25. H 0.375
26. H 0.329
27. H 0.408
28. H 0.407
29. H 0.366
30. H 0.132
31. H 0.750
32. H 0.413
33. H 0.166
34. H -0.083
35. H 0.413
36. H 0.403
37. H 0.281
38. H 0.407
39. H 0.383
40. H -1.450
41. H 0.235
42. H -0.238
43. H 0.362
44. H 0.721
45. H 0.248
46. H 0.432
47. H 0.295
48. H 0.370
49. H 0.404
50. H 0.300
51. H 0.336
52. H 0.431
53. Sn 0.397
54. Cl -0.504
55. Cl -0.499
56. C -1.523
57. H 0.277
58. C -0.664
59. C -0.373
60. C -0.877
61. C 1.668
62. C -0.316
63. C -0.234
64. H 0.274
65. H 0.317
66. H 0.295
67. H 0.278
68. H 0.452
69. C -2.692
70. C 2.446
71. C -1.713
72. C -1.000
73. C 0.062
74. C -0.149
75. C -0.746
76. C -0.368
77. C -0.575
78. C -0.215
79. H 0.506
80. H 0.493
81. H 0.564
82. H 0.311
83. H 0.284
84. H 0.462
85. H 0.014
86. H 0.147
87. H 0.388
88. H 0.322
89. H 0.334
90. H 0.385

***

Q: molar mass of number 8 (C35H51Cl2PSn)?
A: 692.4 g/mol

***

Q: Among the records above, which one has the highest molar mass?
A: C35H51Cl2PSn

***

Q: Which of these has the lowest molar mass?
A: C3H11N2

***

Q: Among the records above, which one has the highest molar mass?
A: C35H51Cl2PSn